81
Properties=species:S:1:pos:R:3:forces:R:3:mulliken_charge:R:1 method="wB97M-V/def2-TZVPD" e_tot_ha=-4581.13970 spin_multiplicity=1 orbital_gap_ha=0.1979 homo_ev=-9.4 lumo_energy_ev=-4.06 charge=+1 e_above_lowest_ev=2.837 max_force_ev_per_a=5.45
Ta 2.97935 -15.73033 7.25690 4.403 3.020 1.093 1.664
O 3.50313 -16.84289 10.86669 0.097 0.431 -0.276 -0.675
S 4.73056 -16.56345 10.19117 1.092 0.498 -0.334 1.315
O 5.62819 -15.50380 10.60853 -1.540 -1.019 -0.661 -0.543
O 4.38291 -16.30010 8.54985 -2.865 0.876 0.820 0.833
C 5.65181 -18.07496 10.04821 0.348 0.439 0.076 0.112
C 5.80624 -18.84967 11.20321 0.281 -0.220 -0.272 -0.776
C 6.59209 -20.01281 11.12761 -1.458 0.581 0.043 -0.717
C 7.09983 -20.41486 9.91978 0.224 0.151 -0.428 -0.791
C 7.00200 -19.57740 8.81617 0.535 0.017 -0.170 -0.225
C 6.35456 -18.33605 8.86594 0.779 -0.890 0.069 0.154
P 6.62675 -17.05385 7.58583 -0.774 -0.572 -2.511 0.941
C 7.82316 -15.97148 8.28669 0.508 -0.011 1.830 0.134
C 7.56636 -14.60024 8.19347 -0.130 -0.849 -0.789 0.259
C 8.47856 -13.73935 8.74636 -0.146 1.226 0.956 -0.281
C 9.57613 -14.21069 9.48508 -0.280 1.148 -0.627 -0.625
C 9.66611 -15.53937 9.78986 0.651 -0.681 0.251 -0.660
C 8.77627 -16.41947 9.21278 -0.111 0.147 -0.943 -0.292
C 7.42189 -17.88712 6.15113 0.295 -0.779 -0.507 0.372
C 6.88680 -19.09012 5.67717 -0.130 -0.414 0.092 -0.550
C 7.45366 -19.79264 4.58828 -0.869 0.087 0.623 -0.700
C 8.53192 -19.25681 3.89409 0.703 -0.281 0.315 -0.441
C 9.06334 -18.02511 4.32717 -0.296 -0.124 -0.532 -0.580
C 8.46558 -17.34503 5.37434 -0.284 0.695 0.629 -0.582
H 5.36416 -18.55148 12.15252 -0.104 -0.071 -0.321 0.454
H 6.62653 -20.69175 11.95011 0.243 -0.053 0.660 0.402
H 7.63471 -21.35582 9.85875 -0.030 0.079 -0.144 0.438
H 7.53923 -19.87183 7.91915 -0.145 0.156 0.071 0.435
H 6.65129 -14.33580 7.64255 0.627 0.377 0.334 -0.262
H 8.24456 -12.66737 8.81829 0.358 -0.384 -0.552 0.375
H 10.34395 -13.48826 9.75295 -0.233 -0.192 0.422 0.416
H 10.44864 -15.93653 10.43618 -0.124 0.237 -0.135 0.435
H 8.87635 -17.46617 9.41813 -0.018 -0.455 0.048 0.436
H 6.00021 -19.50553 6.19471 0.629 0.056 -0.394 0.504
H 6.99645 -20.77525 4.36170 0.492 0.738 -0.188 0.358
H 9.01215 -19.84165 3.09096 -0.325 0.505 0.436 0.371
H 9.92596 -17.54304 3.83919 -0.600 -0.429 0.074 0.376
H 8.74358 -16.30507 5.54870 0.378 -0.325 0.279 0.380
O 1.50457 -15.92347 5.93614 -2.245 -1.595 -0.164 -0.295
S 1.03080 -17.33500 6.37332 1.868 0.099 -0.581 1.252
O 1.09917 -18.24266 5.27992 -0.778 0.144 1.125 -0.550
O 2.05828 -17.58893 7.51821 -0.780 0.618 -1.515 -0.533
C -0.49088 -17.12787 7.16592 -0.514 1.032 0.979 0.648
C -1.27550 -18.26482 7.28462 -0.687 -0.217 -0.041 -0.476
C -2.57147 -18.19955 7.86599 0.922 0.746 0.678 -0.659
C -2.97913 -17.01029 8.48759 -0.187 -0.532 -1.041 -0.602
C -2.21040 -15.84897 8.28082 1.206 -0.061 0.187 -0.533
C -0.89622 -15.88368 7.77098 -1.176 0.342 -1.068 -0.112
S -0.00406 -14.17466 7.77356 2.693 0.994 1.731 1.319
O 0.22300 -13.46893 6.51047 -0.817 -1.607 0.841 -0.793
O -0.49663 -13.34095 8.86378 0.228 -2.280 -1.890 -0.597
O 1.52700 -14.70760 8.24097 -1.285 -0.638 -1.064 -0.707
H -0.82649 -19.20899 6.94884 -0.602 0.348 -0.137 0.434
H -3.24783 -19.04451 7.88350 0.365 -0.193 0.060 0.420
H -3.95041 -16.99669 9.03526 0.906 0.289 -0.698 0.375
H -2.63059 -14.88551 8.48798 -0.033 0.342 0.646 0.464
N 2.04717 -13.13857 4.36002 0.835 -0.432 0.544 -0.061
C 3.58205 -13.32180 4.32576 1.432 0.222 -0.037 0.555
C 4.21802 -12.35465 3.26620 -0.501 -1.498 -0.137 -1.688
P 4.33849 -15.02569 4.15157 -1.588 -1.102 0.194 0.548
O 3.39065 -15.37972 2.86816 0.271 0.804 1.692 -0.585
O 5.77518 -15.12232 3.95008 0.064 0.703 -0.323 -0.657
O 3.92804 -15.92683 5.42621 -0.830 0.664 0.489 -0.391
P 4.06467 -12.71556 5.97162 0.746 1.565 0.972 0.426
O 5.61744 -12.38546 6.14340 -0.545 -0.862 -0.547 -0.513
O 3.26692 -11.49765 6.03590 -1.068 0.798 0.693 -0.780
O 3.75044 -13.87467 6.95167 -0.859 -1.222 0.555 -0.294
H 1.81562 -12.15036 4.42365 0.538 0.631 -0.053 0.500
H 1.59798 -13.46761 5.23870 -0.038 -0.404 -0.332 -0.099
H 1.58048 -13.51389 3.54769 -0.044 -0.558 -0.363 0.425
H 3.97977 -12.72270 2.24167 -0.061 0.618 0.657 0.409
H 5.28664 -12.45203 3.37250 0.450 0.001 0.016 0.437
H 3.95924 -11.32447 3.48714 -0.285 0.054 -0.215 0.469
H 3.62027 -16.22336 2.52234 0.233 -1.416 -0.864 0.403
H 5.80238 -12.00997 7.02314 -0.002 -0.040 -0.066 0.331
C 4.83506 -10.88318 10.53345 0.219 -0.320 -0.379 -0.657
O 5.71115 -11.89356 9.93592 -0.374 0.764 0.471 -0.327
H 3.92542 -10.83137 9.90619 0.512 0.111 0.277 0.206
H 5.31794 -9.86835 10.59683 -0.354 -1.072 -0.062 0.244
H 4.53794 -11.24773 11.52496 0.007 0.414 -0.149 0.306
H 6.11421 -12.36925 10.67604 -0.027 0.029 -0.416 0.274



16
Properties=species:S:1:pos:R:3:forces:R:3:mulliken_charge:R:1 method="wB97M-V/def2-TZVPD" e_tot_ha=-250.63206 spin_multiplicity=1 orbital_gap_ha=0.2467 homo_ev=-8.8 lumo_energy_ev=-2.05 e_above_lowest_ev=7.200 max_force_ev_per_a=5.60
C -1.29482 0.10147 0.65547 -0.503 -0.161 -0.874 -0.320
C 0.10879 0.75083 0.74712 -3.927 2.990 -1.895 -0.105
C 0.43825 1.20013 -0.71103 5.417 -0.833 1.136 -0.926
N -1.09897 -1.17130 -0.09590 0.815 -0.197 -0.333 -0.577
H 0.83225 -1.00394 1.37376 0.922 -0.407 -1.541 0.772
H -2.00891 0.77264 0.06794 1.026 -0.596 0.885 0.289
H 0.65377 -0.19380 0.98938 1.893 -0.752 0.499 -0.570
H 0.15857 1.59668 1.47253 0.495 -1.229 -0.054 0.364
H -0.21811 1.85477 -1.14461 -2.204 1.890 -0.307 0.448
H 0.47244 0.30340 -1.31897 0.292 0.281 -0.036 0.246
H 1.52232 1.76188 -0.79710 -2.581 -1.647 0.311 0.249
H -1.63038 -1.24818 -0.98724 0.560 0.234 1.218 0.272
H -1.75221 -0.06962 1.66115 0.359 0.031 -0.698 0.249
H 2.19000 -1.93440 -1.05731 0.401 -0.773 0.118 0.147
H -0.03465 -1.38802 -0.31006 -2.026 0.431 -0.013 0.244
O 1.66166 -1.33255 -0.54515 -0.938 0.738 1.584 -0.783



102
Properties=species:S:1:pos:R:3:forces:R:3:mulliken_charge:R:1 method="wB97M-V/def2-TZVPD" e_tot_ha=-6149.50328 s_squared=0.792 spin_multiplicity=2 orbital_gap_ha="0.2350 / 0.1803" homo_ev="-2.7 / -2.7" lumo_energy_ev="3.66 / 2.17" charge=-2 max_force_ev_per_a=1.50
Tl -0.24171 0.51410 0.86064 -0.058 0.253 0.171 1.893
C -1.38794 -3.62675 1.00854 0.152 0.164 0.174 -1.808
C 0.12844 -3.79180 1.15463 -0.064 0.058 -0.298 0.953
C 0.49388 -5.23247 0.79734 0.114 0.103 0.134 -1.797
P 0.86944 -2.30526 0.26781 0.311 -0.446 0.291 0.365
C 2.67732 -2.19116 0.74927 -0.210 -0.150 -0.163 0.985
C 3.41798 -1.47493 -0.37919 -0.041 0.069 0.140 -1.736
C 3.40787 -3.46406 1.16125 -0.057 0.171 0.052 -1.657
C 0.95018 -2.79880 -1.50814 -0.167 0.172 0.120 0.151
C 1.45283 -4.02121 -1.93667 0.056 0.091 -0.120 -0.371
C 1.43769 -4.42297 -3.26757 0.043 -0.051 -0.041 0.601
C 1.94620 -5.77986 -3.67368 -0.062 0.056 0.022 -1.759
C 0.91791 -3.54043 -4.21043 0.060 -0.103 -0.027 -1.056
C 0.43193 -2.31184 -3.83014 -0.190 0.175 0.004 -0.211
C 0.42017 -1.89433 -2.47638 0.175 -0.726 -0.360 -1.125
N 0.03074 -0.63552 -2.14293 0.017 -0.136 0.397 0.703
C -0.91971 0.01877 -2.84781 -0.357 0.404 -0.381 -1.225
C -2.08160 -0.58625 -3.37422 0.140 -0.158 -0.002 -0.209
C -3.03059 0.17040 -4.01854 -0.018 -0.005 -0.085 -1.042
C -2.86878 1.54780 -4.18907 -0.071 0.040 0.022 0.463
C -3.90852 2.36006 -4.91371 0.030 -0.043 0.075 -1.672
C -1.74859 2.16274 -3.64470 -0.041 -0.117 -0.084 -0.549
C -0.77074 1.43096 -2.98372 0.263 -0.261 0.263 0.931
P 0.71576 1.97742 -2.10546 0.543 0.682 0.097 1.138
C 0.67394 3.84954 -2.02362 -0.135 -0.247 -0.219 0.500
C 0.75554 4.66839 -3.31493 0.056 -0.001 0.150 -1.565
C -0.53999 4.25177 -1.18011 0.142 -0.103 0.086 -1.682
C 2.13780 1.55034 -3.25762 -0.338 0.101 -0.049 0.920
C 3.39483 2.27111 -2.77531 -0.113 -0.126 0.179 -1.601
C 1.87797 1.75409 -4.74852 0.039 -0.121 0.135 -1.592
H -1.92315 -4.34124 1.64101 -0.024 -0.059 -0.023 0.471
H -1.68239 -3.80173 -0.03001 -0.054 -0.053 -0.039 0.225
H -1.69916 -2.61512 1.26734 -0.142 -0.033 0.002 0.513
H 0.41089 -3.59838 2.19504 -0.015 0.118 -0.013 0.468
H 0.14986 -5.47475 -0.20829 -0.014 -0.068 -0.003 0.322
H -0.01684 -5.90792 1.49102 -0.015 -0.013 -0.002 0.497
H 1.56188 -5.43431 0.86803 0.033 -0.042 -0.047 0.296
H 2.64787 -1.52594 1.61795 -0.017 0.026 -0.041 0.572
H 3.58083 -2.14522 -1.22677 -0.023 -0.030 -0.034 0.282
H 4.38391 -1.11378 -0.02494 -0.026 0.071 -0.003 0.574
H 2.83988 -0.61384 -0.72059 0.099 0.106 -0.067 0.133
H 3.51565 -4.15888 0.32515 -0.006 -0.054 -0.010 0.210
H 2.90312 -3.96379 1.98773 0.012 -0.078 0.008 0.349
H 4.40937 -3.18883 1.50092 0.049 -0.045 0.004 0.469
H 1.89951 -4.68638 -1.21170 -0.022 0.006 0.022 0.243
H 2.65002 -6.17050 -2.93901 0.025 -0.009 -0.012 0.352
H 2.43810 -5.74253 -4.64659 0.029 -0.019 0.003 0.398
H 1.11864 -6.49085 -3.74987 0.022 -0.025 -0.005 0.306
H 0.91325 -3.82184 -5.25851 0.004 0.037 -0.015 0.353
H 0.06819 -1.62552 -4.58447 0.014 0.035 0.004 0.440
H -2.23478 -1.64628 -3.21950 -0.002 -0.027 0.001 0.534
H -3.92570 -0.30880 -4.39977 -0.006 0.000 0.008 0.339
H -4.50526 1.72903 -5.57273 -0.031 0.017 -0.006 0.411
H -3.44511 3.14316 -5.51477 -0.007 0.018 0.000 0.373
H -4.58349 2.84241 -4.20296 -0.027 0.009 -0.019 0.299
H -1.65051 3.23286 -3.76316 0.068 0.011 0.039 0.239
H 1.56697 4.07238 -1.42791 -0.044 -0.063 0.005 0.538
H 0.03440 4.34131 -4.06239 -0.002 0.020 -0.059 0.123
H 1.75006 4.61731 -3.75552 -0.005 -0.004 -0.081 0.290
H 0.54977 5.71733 -3.08593 0.001 0.059 -0.031 0.521
H -1.47677 4.10071 -1.71556 -0.049 0.017 -0.006 0.147
H -0.47147 5.30372 -0.90002 -0.030 0.029 0.016 0.535
H -0.58702 3.66569 -0.26169 -0.071 0.046 0.073 0.346
H 2.27408 0.47773 -3.08488 0.004 0.021 0.044 0.048
H 3.35429 3.33974 -2.98874 -0.002 0.028 -0.028 0.215
H 4.28096 1.86157 -3.26371 0.026 -0.007 -0.018 0.497
H 3.51428 2.14697 -1.69812 0.151 0.018 0.042 0.330
H 1.77416 2.80778 -5.00193 -0.008 0.040 -0.018 0.202
H 0.96432 1.24111 -5.05047 -0.009 -0.018 -0.112 0.300
H 2.71430 1.34721 -5.32438 0.003 -0.001 -0.072 0.500
N -2.21871 -1.87922 4.46897 0.157 -0.106 -0.104 -0.348
C -2.29539 -0.38061 4.18649 0.377 0.332 -0.379 1.059
C -3.07537 0.29930 5.29004 -0.122 0.015 0.098 -1.724
P -3.29880 -0.27218 2.56347 -0.474 -1.388 -0.333 0.825
O -4.10494 -1.78449 2.95299 -0.026 0.435 -0.454 -0.763
O -4.46047 0.64094 2.54158 0.262 0.358 0.313 -0.860
O -2.51815 -0.64080 1.33426 0.262 0.277 0.495 -0.517
P -0.40262 -0.21968 4.36533 0.445 0.039 -0.152 0.475
O 0.17644 1.22403 4.01746 -0.198 -0.132 0.025 -0.397
O -0.20976 -0.55216 5.80837 -0.111 0.092 0.287 -0.890
O 0.09775 -1.20703 3.34024 -0.212 0.187 -0.296 -0.732
H -3.11115 -2.31920 4.20901 0.039 -0.017 0.158 0.498
H -1.88574 -2.00030 5.42793 -0.052 -0.005 -0.026 0.325
H -1.43705 -2.16576 3.83674 -0.187 -0.287 0.118 0.003
H -4.07567 -0.13489 5.36288 -0.052 0.073 0.007 0.425
H -3.19090 1.35409 5.05040 -0.009 0.050 -0.074 0.264
H -2.55700 0.20879 6.24664 0.046 -0.052 -0.032 0.446
H -4.93714 -1.64671 2.48911 -0.144 -0.128 0.159 0.277
H 0.42467 1.71833 4.80759 -0.049 -0.030 -0.064 0.257
F 2.68841 1.23946 1.11444 0.157 -0.090 0.126 -0.456
As 4.18617 1.74633 1.83843 1.253 0.610 -0.071 2.146
F 3.92697 3.36618 1.21995 -0.045 -0.325 0.134 -0.511
F 3.40837 2.16098 3.32936 -0.028 -0.168 -0.253 -0.498
F 5.73555 2.26937 2.51727 -0.532 -0.135 -0.172 -0.543
F 5.04849 1.36391 0.34258 -0.367 -0.009 0.239 -0.489
F 4.52288 0.12929 2.40650 -0.287 0.138 -0.098 -0.469
B -2.49358 4.59981 3.07934 0.099 0.324 -0.043 0.539
C -2.13742 3.14391 2.63601 -0.121 -0.540 -0.127 -0.433
N -1.89417 2.06298 2.30007 -0.145 0.426 0.220 -0.487
H -2.11482 4.76289 4.22116 0.062 0.048 0.100 -0.220
H -1.89748 5.32290 2.30401 0.044 0.216 0.024 -0.204
H -3.68760 4.77352 2.98557 -0.154 -0.035 -0.011 -0.203